Record 1
60
Properties=species:S:1:pos:R:3:forces:R:3:mulliken_charge:R:1 method="wB97M-V/def2-TZVPD" energy_ha=-1264.93723 largest_force_ha_per_bohr=0.0898 relative_energy_kcal_mol=61.8 homo_lumo_gap_ev=9.515
C 1.2264 2.3083 -1.2909 -0.2400 0.8593 0.3872 -0.979
N 1.5126 0.9580 -0.8411 -2.5819 0.0556 -1.9724 -0.025
C 0.3997 0.2181 -0.2468 -0.5055 -1.7887 0.2362 1.107
C 0.9544 -1.1692 0.2372 -0.4466 0.8645 -1.3189 -1.085
C 1.4834 -2.1560 -0.8118 2.8424 1.0128 0.5552 -0.476
C 2.9692 -1.9664 -1.2433 0.8382 0.1908 -0.1366 -1.597
C -0.2296 0.8474 1.0045 0.5137 1.6457 -0.4147 -1.132
N -0.9720 2.1384 0.9029 0.3915 -1.5528 1.3495 -0.452
H 1.7810 2.5943 -2.1697 -0.1320 -0.3058 -0.7515 0.416
H 1.5340 3.1042 -0.6085 0.1188 -0.1013 0.5028 0.091
H 0.1551 2.4944 -1.3852 0.1996 -0.3528 -0.7347 0.245
H 2.2157 0.9873 -0.1974 2.4512 -0.1267 1.9606 -0.037
H -0.3669 0.0075 -0.9929 -0.0285 0.2742 -0.2771 -0.025
H 1.6905 -0.9054 0.9819 0.4811 -0.4156 0.4482 0.578
H 0.1291 -1.6750 0.6932 -0.5256 -0.1410 0.6976 0.333
H 0.9801 -2.1520 -1.7330 -1.5456 -0.1628 -0.8654 0.244
H 1.5389 -3.1199 -0.3564 -0.7863 -0.9160 0.1143 0.415
H 3.2594 -2.4832 -2.1820 -0.6322 0.1328 0.3113 0.367
H 3.6852 -2.3834 -0.5254 -0.2734 0.1679 0.2232 0.407
H 3.2667 -0.9224 -1.3830 -0.1996 -0.0404 0.0341 0.307
H 0.6540 1.0402 1.5912 0.3812 0.0568 0.8467 0.446
H -0.9224 0.2614 1.5949 0.2352 -0.8973 -0.2652 0.717
H -1.9154 1.8714 0.7501 -1.0824 0.3791 -0.4383 0.156
H -0.6754 2.7664 0.2136 0.3736 0.7365 -1.0196 0.112
H -0.0987 1.1428 3.8252 -0.7590 2.0506 -0.5321 0.388
H 0.4593 0.7335 5.1718 0.1931 0.5945 1.0408 0.255
O 0.2770 0.4406 4.3002 0.8905 -2.5807 -0.1832 -0.661
H -2.5574 -1.8364 -1.1501 -0.1532 0.1044 0.7079 0.278
H -3.6836 -1.3444 -0.1184 2.5496 -0.6840 -0.3610 0.240
O -2.6994 -1.6130 -0.2110 -2.4527 0.6802 0.1644 -0.555
H 4.0923 1.1399 2.3195 0.8883 0.3744 -1.6016 0.324
H 3.8089 1.6414 0.8875 1.1070 -0.1730 0.9275 0.384
O 4.5584 1.3107 1.4452 -1.8083 -0.1863 0.7842 -0.656
H 2.7486 3.9723 2.2406 -0.3470 -0.8989 -0.2148 0.251
H 1.8440 3.4809 1.1159 -0.0990 -0.0023 0.1474 0.244
O 2.3375 3.1560 1.8775 0.3320 0.8918 0.1133 -0.553
H -2.8397 1.7891 -2.9169 0.5610 -0.0173 0.1175 0.313
H -3.2670 0.5990 -3.7720 0.8838 -1.1538 -0.4922 0.313
O -3.5883 1.3228 -3.2709 -1.6759 1.2363 0.3583 -0.651
H 1.5032 -0.6810 -4.0587 -1.1447 0.4454 -0.6122 0.382
H 1.3854 -0.0464 -2.7974 -1.4038 0.8490 -0.3074 0.177
O 0.8437 -0.0715 -3.6469 2.7344 -1.1183 1.0274 -0.688
H -1.3992 -1.6815 4.3665 0.0518 0.1204 0.0312 0.292
H -0.1133 -1.2281 3.6813 -0.1913 -0.0008 0.3970 0.375
O -0.6803 -2.0028 3.8186 -0.0208 -0.5746 -0.4720 -0.639
H -1.5859 -3.8906 1.1008 0.5019 -1.2927 -0.7340 0.327
H -0.6041 -5.1136 1.1573 -0.3667 0.2838 -0.1827 0.311
O -1.2955 -4.7113 0.6055 -0.1030 1.2211 0.8105 -0.669
H -0.8545 -0.5100 -3.4869 -1.4450 -0.0935 0.3010 0.446
H -1.7067 -1.4761 -2.7549 0.3234 -3.0411 1.5012 0.191
O -1.8119 -0.7023 -3.2230 1.3746 2.8950 -2.0806 -0.632
H -1.0155 -3.7793 -1.3236 -0.2976 -0.0477 0.1589 0.297
H -2.3388 -3.7615 -2.1306 0.3864 -0.1590 0.1153 0.287
O -1.4738 -3.3339 -2.0531 -0.1688 0.0125 -0.3380 -0.604
H -4.0706 1.1227 -1.1619 0.2396 0.7301 0.1876 0.343
H -4.6142 2.5219 -1.0742 -0.4803 0.5378 -0.3546 0.291
O -4.0102 1.9436 -0.6280 0.3770 -1.1587 0.3210 -0.616
H -1.2109 3.2449 3.6070 -4.3095 1.6203 0.3852 0.287
H -0.3275 2.6011 2.6635 -0.0083 0.7285 0.4101 0.557
O -0.3649 2.9560 3.5924 3.9937 -1.7686 -1.0136 -0.762

Record 2
16
Properties=species:S:1:pos:R:3:forces:R:3:mulliken_charge:R:1 method="wB97M-V/def2-TZVPD" energy_ha=-785.12784 largest_force_ha_per_bohr=0.2276 relative_energy_kcal_mol=75.3 homo_lumo_gap_ev=9.210
C -1.1989 0.6282 -0.2200 -0.4364 2.1086 -2.2930 0.019
C -0.0547 0.0250 -1.0327 -0.0213 -0.0478 -0.1605 0.214
C 0.3374 -1.3864 -0.5490 0.0428 -0.0381 -0.0377 -0.960
C 1.6471 -0.9627 0.1424 0.1306 -0.0963 0.0566 -0.471
H -0.0537 2.2283 0.3986 -0.2853 -0.0943 -0.1386 0.275
H -1.7178 2.2296 0.9131 0.1717 0.0744 -0.4235 0.249
H -0.3511 0.0769 -2.0829 -0.0094 0.0074 0.1594 0.468
H -0.4159 -1.8523 0.0925 0.0581 -0.0219 -0.1006 0.326
H 0.5354 -2.0469 -1.3934 -0.0372 0.0306 0.0960 0.309
H 1.5549 -0.8360 1.2246 0.0932 -0.0204 -0.0929 0.287
H 2.5234 -1.5749 -0.0771 -0.1444 0.0881 0.0745 0.359
H -0.4804 0.0815 1.3420 0.1033 -0.2567 1.0820 0.455
N -0.9851 1.8459 0.3362 -1.7455 4.1053 -8.3018 -0.364
O -2.2545 0.0236 -0.1390 -0.1330 -0.2778 0.0074 -0.609
F -0.7295 0.8688 1.7745 2.2639 -5.5462 10.0569 -0.365
S 1.6435 0.6516 -0.7298 -0.0512 -0.0149 0.0158 -0.191

Record 3
13
Properties=species:S:1:pos:R:3:forces:R:3:mulliken_charge:R:1 method="wB97M-V/def2-TZVPD" energy_ha=-394.82172 smiles="O=CN1C=CN=CN1" largest_force_ha_per_bohr=0.1124 relative_energy_kcal_mol=91.5 homo_lumo_gap_ev=7.748
O -1.4151 -0.9419 -2.1272 1.0277 1.5153 0.1135 -0.541
C -0.2589 -0.9826 -1.7147 -2.4549 0.1585 2.1735 -0.058
N 0.1950 -0.2847 -0.5554 -0.8859 -1.4795 -4.3679 0.198
C 0.9680 -0.8538 0.3978 3.0314 0.2466 4.9167 -0.057
C 1.0608 -0.1871 1.6334 0.8010 -1.6479 -1.6382 -0.353
N 0.3857 0.9986 1.9806 -0.3317 1.8412 -2.2956 -0.499
C -0.2228 1.5382 0.9492 -0.7990 -1.8521 2.0924 -0.021
N -0.5389 0.8232 -0.1709 -2.1278 1.7243 -1.6528 -0.273
H 0.3208 -1.7660 -2.1270 1.7522 -0.5429 0.0844 0.394
H 1.6534 -1.7515 0.2030 -1.4599 1.5579 -0.0889 0.276
H 1.8064 -0.4056 2.4191 -0.5713 -0.7490 -0.8279 0.353
H -0.8092 2.4515 1.0676 0.3874 -0.0596 -0.1304 0.319
H -1.2264 1.1591 -0.9191 1.6309 -0.7128 1.6211 0.261

Record 4
9
Properties=species:S:1:pos:R:3:forces:R:3:mulliken_charge:R:1 method="wB97M-V/def2-TZVPD" energy_ha=-666.23121 largest_force_ha_per_bohr=0.0728 relative_energy_kcal_mol=88.4 homo_lumo_gap_ev="8.190 / 7.402"
C 0.0736 1.5538 0.6628 -0.4257 1.9269 -0.2726 -0.328
C 0.1951 0.3231 1.0189 -0.7129 -0.0746 -3.2678 -0.343
Si -0.4617 -1.4843 -1.6181 -0.4136 0.1221 1.6798 0.214
I -0.4781 0.4227 -3.1348 -0.2073 -0.2942 0.0845 -0.018
H 0.2804 2.3310 1.4495 -0.2848 -0.5332 -0.8260 0.222
H -0.3162 1.8994 -0.3044 0.5538 -0.0590 0.2580 0.043
H 0.2872 0.0604 1.9827 0.7608 -1.8485 3.1648 0.293
H -1.7966 -2.0244 -1.0261 0.8937 0.5292 -0.8590 -0.032
H 0.3624 -2.5897 -2.1811 -0.1641 0.2314 0.0385 -0.052